Run 1
Density functional theory data (the ωB97M-V functional and the def2-TZVPD basis) for a cluster of 2 separate species, C4H13N in total.

Geometry as XYZ:
```
18
Properties=species:S:1:pos:R:3:nbo_charge:R:1
C 2.08460 -0.46450 0.40938 -0.610
C 2.65883 0.93846 0.20515 -0.607
H 2.88469 -1.19568 0.23646 0.199
H 1.34912 -0.67768 -0.36437 0.204
H 1.75154 -0.65389 1.42498 0.205
H 2.83095 1.24961 -0.82418 0.208
H 1.91744 1.65907 0.56327 0.200
H 3.57812 1.06831 0.77413 0.201
C -1.94784 -0.99368 -1.13446 -0.416
N -1.94250 0.41912 -0.72155 -0.611
C -1.66002 0.48342 0.72093 -0.423
H -0.93732 -1.35967 -1.00131 0.194
H -2.65790 -1.60924 -0.56061 0.158
H -2.34432 -1.00192 -2.14858 0.200
H -2.85364 0.79011 -0.88003 0.343
H -2.48830 -0.01840 1.23335 0.163
H -1.46685 1.46093 1.15106 0.201
H -0.75657 -0.09436 0.91638 0.191
```

As for the spin multiplicity: 1. For the HOMO energy, the calculation gives -8.90 eV. As for the LUMO energy: 1.15 eV. Its structure (SMILES) is CNC.CC.

---

Run 2
Density functional theory data (the ωB97M-V functional and the def2-TZVPD basis) for a cluster of 2 separate species, C4H13N in total.

Geometry as XYZ:
```
18
Properties=species:S:1:pos:R:3:nbo_charge:R:1
C -4.16685 -1.60291 1.64349 -0.612
C -5.00135 -0.68534 0.79015 -0.606
H -4.76060 -2.42479 2.07218 0.199
H -3.33201 -2.13698 1.20365 0.207
H -3.88736 -1.11049 2.54591 0.202
H -5.09751 -1.05920 -0.22439 0.203
H -4.55339 0.30460 0.73625 0.202
H -5.99308 -0.62128 1.22492 0.205
C 3.15317 0.84516 -2.04139 -0.610
C 3.37930 0.91067 -0.53516 -0.204
N 4.78199 0.90289 -0.20464 -0.871
H 3.65384 1.69251 -2.50104 0.198
H 2.10416 0.94969 -2.30424 0.207
H 3.54454 -0.11546 -2.37158 0.210
H 2.87347 0.09998 -0.00987 0.186
H 2.89231 1.82804 -0.16209 0.149
H 5.02896 0.61089 0.72181 0.370
H 5.38041 1.61203 -0.58394 0.366
```

As for the spin multiplicity: 1. For the HOMO energy, the calculation gives -8.73 eV. As for the LUMO energy: 1.17 eV. Its structure (SMILES) is CCN.CC.

---

Pick run 2: it beats the second-best structure by 26.5 kJ/mol.